Entry 1:
{
  "formula": "C18H48F3O9S7",
  "method": "ωB97M-V/def2-TZVPD",
  "species": ["H", "H", "H", "H", "C", "O", "C", "H", "H", "H", "O", "O", "C", "O", "S", "H", "C", "H", "H", "H", "S", "C", "C", "S", "H", "C", "S", "H", "H", "C", "C", "C", "H", "H", "H", "H", "O", "H", "H", "F", "H", "H", "S", "O", "H", "H", "H", "H", "O", "C", "C", "H", "H", "H", "H", "O", "S", "H", "C", "C", "O", "H", "H", "C", "H", "F", "H", "C", "H", "H", "H", "H", "H", "H", "H", "C", "H", "H", "F", "C", "S", "H", "H", "H", "H"],
  "coordinates": [[-22.94379, -8.65712, 34.12567], [-25.46633, 1.02514, 22.49454], [-32.38787, -7.50645, 29.11152], [-27.03430, 0.64932, 23.14487], [-24.62486, -17.34675, 33.31039], [-24.84076, 3.35581, 24.01348], [-21.66802, -6.23292, 16.78027], [-24.43477, -8.83938, 34.83190], [-27.91615, 4.28981, 23.03367], [-28.60267, -4.88487, 17.39755], [-26.28776, -13.32601, 19.98003], [-24.58933, -16.15423, 35.67394], [-24.30647, -14.70575, 20.89377], [-30.48506, -3.31321, 16.25191], [-20.54550, -6.77213, 18.14572], [-26.78925, 3.75662, 21.75846], [-21.62731, -6.75659, 19.60545], [-24.98450, -17.21371, 32.29006], [-22.89807, -8.93037, 35.78333], [-27.31593, -3.74774, 18.04674], [-33.79285, -9.45715, 28.95911], [-35.47682, -8.63887, 29.40986], [-28.05625, -3.95002, 17.27272], [-24.76150, -15.75350, 34.24497], [-25.48194, -6.14500, 24.73336], [-24.91123, -10.38204, 27.58726], [-23.50403, -6.59604, 35.30035], [-27.12268, -6.76159, 24.76606], [-24.16718, -6.46608, 32.97227], [-26.52558, -15.52464, 33.81211], [-26.23748, -10.12488, 26.89785], [-30.24324, -2.90845, 18.80470], [-25.55198, -8.68043, 24.52517], [-33.39319, -7.71677, 30.59785], [-36.10218, -9.26956, 30.04173], [-25.72820, 0.27375, 24.17861], [-33.56856, -9.20717, 27.47075], [-24.25331, -13.95348, 21.68076], [-24.43663, -15.64978, 18.38811], [-23.98156, -10.50337, 26.62431], [-22.51859, -7.33418, 19.36028], [-24.22374, -14.23292, 17.29029], [-24.81451, -13.57432, 19.59026], [-26.68255, -10.99138, 25.89183], [-26.98701, -14.59516, 34.14564], [-27.58453, -3.96775, 16.29024], [-22.35630, -7.07810, 16.78675], [-25.83141, -14.82793, 17.74554], [-19.56966, -5.67715, 18.44068], [-24.67002, -6.29655, 33.92438], [-26.18933, -6.72328, 25.32775], [-26.35128, -6.23730, 26.28988], [-25.19824, -15.28446, 21.13446], [-25.16619, -18.10529, 33.87577], [-28.09918, 2.78851, 22.31506], [-26.50044, -8.81396, 26.38393], [-26.30769, 2.78076, 24.03669], [-26.61776, -15.27413, 32.75529], [-23.46963, -8.37679, 35.03837], [-25.55553, -8.15856, 25.48212], [-24.25304, -6.15426, 36.58159], [-25.16258, -5.32548, 33.97449], [-36.02895, -8.33600, 28.52018], [-27.31441, 3.45867, 22.66595], [-35.38648, -7.72120, 29.99107], [-24.42856, -9.39178, 28.33070], [-26.84307, -10.21915, 27.79922], [-24.81225, -14.66862, 18.09771], [-32.06040, -8.88597, 30.28441], [-27.14337, -16.34183, 34.18445], [-24.48641, -8.13072, 25.69258], [-29.49871, -3.33804, 19.47494], [-30.44045, -1.93645, 19.25684], [-21.12081, -7.24484, 20.43801], [-22.26311, -5.34443, 16.99135], [-32.79172, -8.21326, 29.83638], [-21.15636, -6.01239, 15.84343], [-25.57268, -6.89914, 34.02532], [-24.83599, -11.54220, 28.25595], [-26.03822, 0.99450, 23.42197], [-29.41863, -2.70723, 17.13121], [-31.21754, -3.39694, 18.79052], [-23.64335, -17.80927, 33.20634], [-23.45555, -15.35112, 20.67571], [-21.85272, -5.76382, 19.99495]],
  "atomic_forces_ev_per_a": [[0.369, 0.831, -0.328], [0.400, 0.047, 0.403], [0.056, -0.231, 0.039], [-0.231, 0.023, -0.089], [-0.101, -0.102, -0.104], [-3.418, -0.757, -0.194], [-0.596, 0.065, 1.253], [-0.323, 0.242, 0.718], [0.543, 0.273, 0.302], [0.305, -0.152, 0.249], [2.217, -0.237, -0.915], [-0.463, 0.312, -0.425], [-0.828, 0.287, -0.189], [1.141, 0.334, -0.101], [0.656, 1.169, 0.286], [0.523, 0.029, 0.352], [-0.471, -0.297, -0.212], [-0.336, -0.003, 0.137], [-0.337, 0.384, 0.477], [-0.273, 0.095, 0.057], [-1.464, 1.766, -1.828], [0.171, 0.077, 0.125], [-1.058, 0.034, -0.357], [0.268, -0.834, -0.266], [0.021, 0.385, -0.023], [1.230, -0.263, -3.278], [-1.496, 1.339, 1.163], [-0.051, -0.181, 0.194], [-0.101, 0.048, 0.048], [-0.317, 0.610, 0.077], [-3.474, -2.403, -2.651], [1.275, 0.865, 0.407], [-0.442, -0.092, -0.250], [0.251, -0.091, -0.019], [0.154, -0.472, -0.285], [0.586, 0.684, 0.116], [-0.386, -0.442, 1.975], [0.778, -0.489, 0.433], [0.229, 0.056, -0.129], [1.351, -0.315, -0.942], [-0.174, 0.103, 0.193], [0.084, 0.021, 0.215], [-2.466, 0.096, -0.146], [2.180, 0.629, 2.609], [0.605, 0.115, 1.081], [0.008, 0.132, 0.039], [-0.061, -0.062, -0.783], [-0.093, 0.335, 0.248], [-0.046, -0.315, -0.386], [-0.630, -0.013, 0.206], [1.188, -1.144, -0.457], [0.069, -0.153, -0.005], [0.003, -0.193, -0.223], [-0.562, 0.252, -0.081], [0.210, -0.669, 0.326], [2.470, 1.793, 0.917], [3.571, -0.614, -0.287], [0.311, -1.029, -0.418], [-0.025, -1.180, -0.374], [-2.345, 0.325, -0.002], [1.191, -1.374, -2.105], [0.979, 0.507, 0.123], [0.271, -0.500, -0.282], [-0.503, -0.050, -0.524], [0.573, 0.030, -0.057], [-0.313, 0.648, 1.522], [-1.197, 0.454, 0.483], [-0.130, -0.332, 0.438], [0.529, 0.731, 0.135], [0.126, -0.163, -0.380], [-0.050, 0.081, 1.173], [-0.310, -0.513, 0.063], [0.115, 0.350, -0.402], [0.307, -0.294, -0.383], [0.165, 0.109, 0.482], [-0.176, -0.867, 0.183], [0.300, -0.693, 0.213], [0.368, -0.793, 0.049], [-0.585, 0.242, 0.766], [-1.680, 1.032, -0.399], [-1.685, -0.641, 0.640], [0.481, -0.513, -0.589], [0.471, 0.857, 0.362], [0.186, 0.470, 0.243], [-0.087, 0.204, -0.650]],
  "e_tot_ev": -121861.170,
  "multiplicity": 1,
  "total_charge": -1
}

***

Entry 2:
{
  "formula": "C11H44ClN22O15",
  "method": "ωB97M-V/def2-TZVPD",
  "species": ["N", "H", "H", "H", "C", "N", "C", "O", "H", "H", "H", "H", "H", "H", "C", "H", "H", "N", "N", "H", "O", "O", "H", "H", "N", "H", "N", "H", "N", "H", "C", "O", "H", "H", "O", "H", "H", "C", "H", "H", "O", "N", "H", "N", "O", "H", "H", "C", "N", "N", "N", "N", "H", "O", "O", "N", "H", "H", "O", "N", "N", "H", "H", "H", "N", "O", "O", "H", "O", "H", "N", "H", "C", "H", "N", "C", "C", "H", "N", "C", "H", "H", "H", "Cl", "O", "C", "O", "H", "N", "N", "H", "H", "H"],
  "coordinates": [[-0.42838, 4.46385, -0.43051], [2.25001, 5.19309, 2.18158], [-0.15925, 5.98823, 1.35784], [2.18912, 3.90441, -3.32193], [-4.44478, 2.48478, -0.22912], [0.39975, 6.35036, 0.60444], [4.85101, 0.07982, -0.21254], [0.57483, -0.05575, 6.40970], [5.65507, 1.23663, -1.78873], [-2.53334, 2.98404, 0.44043], [2.44170, 1.91771, 1.58822], [-3.45888, -0.98271, 2.04768], [0.63220, 7.32302, 0.55325], [-5.23099, 0.79040, 0.45383], [0.25718, 5.64468, -0.57081], [3.87494, 1.40134, 2.38849], [2.85032, -4.56994, -3.22647], [-3.01075, 1.71465, -2.87281], [-0.92098, -0.42374, 4.77744], [-5.02012, -1.81735, 1.75988], [-0.27383, -5.23244, 0.31112], [3.43273, 1.54327, -3.58678], [-1.64901, -2.19430, -1.22215], [2.26346, 0.06811, 4.32996], [-4.04622, -1.79257, 2.00739], [-2.03957, 3.50556, -5.38534], [2.36637, 4.21740, 1.99170], [-3.21575, 4.05921, -0.71672], [0.79182, -6.65246, 1.74114], [0.62702, -4.56210, 3.25134], [0.33038, -5.42934, 1.35609], [1.99515, -2.30734, -2.93155], [2.89824, 0.38628, 0.24319], [-3.13297, -5.52168, -2.97372], [-0.63522, -0.38032, -0.81209], [1.39560, -1.92283, -0.63915], [0.44706, 1.01775, -2.68994], [-3.52811, -3.05980, 2.11823], [-1.76688, -2.08611, 2.28090], [-0.61209, 4.10518, 0.48685], [0.36788, 1.36916, 0.32036], [1.70919, 3.02761, -3.29663], [-1.42866, -3.78443, -0.53225], [-2.61417, 3.08725, -4.68137], [-2.91652, -2.98570, -3.20582], [-0.58330, 3.90099, -1.25296], [2.86695, -5.02423, -1.52628], [3.45878, 3.47393, 2.37442], [3.22800, 2.13784, 2.17468], [0.46932, -4.42391, 2.27055], [-1.85258, -3.17753, -1.21899], [1.35766, 0.79666, -3.05652], [6.62367, -0.05464, -1.16097], [5.16751, -0.63707, 0.72770], [-5.37610, 2.81657, -0.93562], [3.60205, 0.55439, -0.44785], [1.40985, -6.71006, 2.52890], [1.62703, -0.17617, -3.03861], [0.57820, -0.87324, 1.16893], [2.70596, -4.36029, -2.25650], [1.29101, -0.14688, 4.22933], [3.38895, 1.04153, -1.30308], [-2.25506, -5.55338, -1.48579], [1.56942, 3.75941, 1.58684], [-2.74186, -5.03176, -2.19371], [4.43089, 3.93438, 2.94037], [-1.49312, 0.14704, 1.31944], [-3.89453, 1.39647, -3.22307], [-4.18696, -4.07811, 2.14511], [0.41489, -7.47483, 1.31104], [-2.17619, -2.99267, 2.41699], [-1.16041, -0.55648, 3.81405], [2.23941, 1.77909, -3.35618], [0.70503, 2.99094, -3.17277], [5.75328, 0.44075, -1.18530], [-2.18520, 2.61908, -3.47736], [-2.53851, -3.68888, -2.27942], [0.36377, -3.49647, 1.89183], [-4.43508, 1.39402, 0.58414], [2.15974, -3.12200, -2.03761], [-3.75828, 1.02847, 1.22730], [-1.56093, -0.40831, 5.54832], [1.86128, -3.48162, 0.00228], [-0.28270, 0.09065, 0.50110], [0.77201, 6.00173, -1.60754], [0.36017, -0.16650, 5.20956], [-1.11345, 2.92300, -2.95931], [-1.64240, -3.81685, 2.19989], [1.75273, -2.85213, -0.76764], [-3.28437, 3.21370, -0.18278], [-3.58994, 2.94420, -4.87319], [-2.54437, 1.18854, -2.15142], [0.96322, -0.37226, 3.30307]],
  "atomic_forces_ev_per_a": [[0.005, 0.692, 0.024], [0.528, 0.056, 0.010], [-0.028, 0.691, 0.267], [0.355, -0.199, -0.054], [1.393, 0.914, 0.357], [-0.320, -0.718, 0.244], [0.117, 0.210, -0.804], [0.285, 0.356, -0.217], [-0.314, -0.142, -0.136], [-0.025, -0.152, -0.042], [0.084, -0.316, 0.038], [-0.198, 0.111, -0.333], [-0.009, 0.051, 0.014], [-0.017, 0.123, 0.020], [0.579, -0.456, -0.031], [0.429, 0.310, -0.144], [0.174, -0.277, 0.104], [0.653, 0.364, 0.066], [0.618, 0.216, 0.318], [0.037, 0.699, 0.035], [0.308, -0.308, -0.222], [-0.190, 0.138, 0.122], [0.153, -0.008, -0.045], [-0.062, 0.086, 0.505], [-0.863, -1.087, -0.168], [0.295, 0.220, 0.353], [-0.306, 0.001, -0.354], [-0.044, -0.012, -0.053], [0.237, 0.336, 0.134], [0.175, 0.036, -0.032], [-1.112, -0.101, 0.311], [0.189, -0.044, -0.325], [-0.152, -0.100, -0.139], [0.024, 0.099, -0.116], [-0.018, -0.204, 0.084], [-0.018, -0.065, 0.335], [0.013, 0.027, -0.026], [0.882, 0.731, 1.293], [0.527, -0.132, -0.349], [-0.053, -0.238, -0.103], [-0.236, -0.232, 1.055], [-1.181, -0.644, -0.019], [0.103, 0.194, -0.113], [-0.897, 0.002, 0.214], [-0.382, -0.276, -0.141], [0.112, -0.300, -0.029], [-0.051, -0.117, -0.077], [-0.399, -0.246, 0.994], [-0.470, 0.081, -0.177], [0.586, 0.137, -0.369], [-0.280, -0.175, 0.168], [-0.582, -0.332, 0.030], [0.129, 0.198, 0.063], [-0.256, -0.019, 0.228], [-0.412, -0.379, -0.149], [0.106, -0.002, 0.254], [-0.080, -0.281, 0.024], [0.287, -0.047, -0.126], [0.464, 0.352, -0.082], [-0.053, 0.510, -0.259], [-0.321, -0.199, -0.977], [-0.097, -0.113, -0.078], [-0.030, -0.064, -0.055], [0.078, -0.016, -0.072], [-0.160, -0.588, 0.112], [0.145, 0.114, -0.235], [0.229, 0.818, 0.013], [0.100, -0.048, -0.161], [-0.017, 0.028, -0.591], [0.113, -0.020, -0.103], [-0.626, -0.455, -0.115], [-0.291, 0.148, 0.034], [1.439, 0.176, 0.253], [0.170, 0.902, -0.049], [0.319, -0.290, 0.281], [-0.115, -0.802, -0.060], [0.595, 0.890, 0.147], [0.012, 0.140, 0.291], [-1.506, -1.152, -0.010], [-0.472, 0.009, 0.445], [0.663, 0.633, -0.363], [-0.480, -0.186, -0.364], [0.040, 0.050, 0.023], [-0.688, -0.522, -0.569], [-0.238, 0.305, -0.458], [-0.064, -0.516, 0.760], [0.030, 0.069, -0.076], [0.037, 0.124, 0.065], [0.237, 0.064, -0.379], [-0.085, 0.053, 0.247], [0.130, -0.021, -0.411], [-0.325, -0.029, 0.186], [0.339, 0.166, -0.160]],
  "e_tot_ev": -88146.330,
  "multiplicity": 1,
  "total_charge": -1
}

***

Entry 3:
{
  "formula": "CH4OS2",
  "method": "ωB97M-V/def2-TZVPD",
  "species": ["S", "O", "C", "H", "S", "H", "H", "H"],
  "coordinates": [[1.98504, 0.88080, -0.09668], [-2.20868, 0.57146, -0.27658], [0.38041, 0.86115, -0.77994], [0.14900, 1.68276, -1.54704], [-0.89378, 1.07652, 0.60864], [-2.24410, 1.10122, -1.01282], [1.72498, 1.61829, 1.10756], [0.07208, -0.07691, -1.12608]],
  "atomic_forces_ev_per_a": [[1.009, 0.809, 1.817], [0.249, -2.079, 2.814], [-2.466, 2.666, 0.685], [0.591, -1.182, 1.024], [0.845, -0.051, -1.039], [-0.521, 2.189, -2.774], [0.186, -0.888, -1.699], [0.108, -1.464, -0.827]],
  "e_tot_ev": -24818.325,
  "multiplicity": 1,
  "smiles": "OSCS",
  "total_charge": 0
}

***

Entry 4:
{
  "formula": "C17H24N6O2S",
  "method": "ωB97M-V/def2-TZVPD",
  "species": ["N", "H", "C", "H", "N", "H", "C", "H", "H", "H", "C", "H", "C", "C", "H", "C", "C", "N", "H", "C", "H", "H", "H", "C", "C", "S", "N", "C", "H", "C", "H", "H", "C", "H", "H", "H", "O", "H", "C", "H", "N", "H", "C", "O", "H", "C", "C", "H", "N", "H"],
  "coordinates": [[1.01078, 0.00263, -1.23608], [2.48914, -2.63593, 2.78888], [-3.91190, 2.01770, -1.65811], [6.42543, -0.55760, 4.27380], [5.58152, -1.70408, 5.83535], [-1.46297, -0.97384, -1.03089], [5.63098, -1.16308, 4.65048], [0.34960, -1.27232, -2.69900], [-2.01743, -0.44246, -2.63207], [0.23139, 0.44647, -3.14168], [-4.73669, 0.98239, -2.43189], [-4.22716, 1.08516, 0.82806], [3.18746, -0.66772, 0.13335], [-1.33725, -0.22122, -1.80948], [4.75373, 0.75806, 0.00797], [-4.41758, -0.57974, -0.51549], [4.07595, -1.21175, 2.67502], [3.79475, -2.28818, 4.80977], [-4.60122, 2.62888, -1.06151], [0.09720, -0.27912, -2.32511], [-0.74081, 2.45092, 0.27887], [-4.91943, -1.17256, 0.25167], [1.69046, -2.14045, 0.45976], [-3.57062, 0.50528, 0.16659], [0.82940, 1.32547, -0.67913], [2.61593, -0.35831, -1.53913], [-2.95073, 1.44719, -0.74057], [-5.44548, 0.06298, -1.44206], [1.57237, 1.45099, 0.11234], [-1.61762, 1.17921, -1.23207], [-2.79984, 0.04514, 0.78527], [-3.39011, 2.68208, -2.34988], [2.97383, -1.89876, 2.16826], [-5.46432, 1.49641, -3.06229], [5.57465, 0.29186, 2.30895], [-4.08412, 0.39508, -3.08069], [3.33054, 0.77268, -2.06214], [-3.78001, -1.24903, -1.09388], [2.53264, -1.62301, 0.88852], [-1.43518, 1.90875, -2.03087], [4.43808, -2.38128, 5.88849], [1.01148, 2.09401, -1.44403], [-0.58553, 1.45046, -0.12401], [2.66013, -1.59036, -2.26738], [-0.71086, 0.72980, 0.68414], [4.27618, 0.01987, 0.63257], [4.72890, -0.24758, 1.91304], [-6.01091, -0.70649, -1.97208], [4.50601, -1.51538, 3.96966], [-6.15077, 0.65079, -0.84927]],
  "atomic_forces_ev_per_a": [[0.951, -0.356, -0.083], [-0.047, -0.041, -0.031], [-0.053, -0.045, -0.233], [0.173, 0.156, -0.150], [0.986, 0.577, 0.022], [-0.066, -0.094, 0.030], [-0.580, -0.235, -0.269], [-0.154, 0.100, -0.114], [-0.024, -0.058, 0.006], [-0.032, -0.052, 0.006], [-0.100, 0.179, 0.219], [0.013, -0.103, 0.089], [-0.159, 0.237, -0.511], [0.172, 0.382, -0.122], [0.098, 0.114, -0.005], [-0.080, 0.224, 0.122], [-0.416, 0.119, -0.832], [-1.013, -0.147, -0.925], [-0.048, 0.060, -0.098], [-0.205, -0.481, -0.447], [-0.014, 0.008, 0.003], [0.032, -0.076, 0.019], [-0.142, -0.121, 0.046], [-0.005, -0.193, 0.031], [-0.040, 0.471, 0.475], [-0.088, -0.051, 0.385], [-0.070, 0.129, -0.061], [0.189, -0.170, -0.174], [-0.080, 0.183, 0.010], [0.176, -0.133, 0.315], [-0.012, 0.023, 0.099], [-0.015, 0.057, 0.057], [0.076, 0.025, -0.006], [0.004, 0.005, -0.085], [0.064, 0.062, 0.031], [0.019, -0.010, -0.086], [-0.049, 0.106, 0.220], [0.045, -0.075, 0.000], [0.065, -0.046, 0.120], [0.003, -0.028, 0.018], [-0.325, -0.538, 0.772], [0.016, -0.025, 0.073], [0.123, 0.020, -0.410], [-0.215, -0.164, 0.035], [-0.033, -0.033, 0.104], [-0.020, 0.036, -0.145], [-0.091, -0.212, 0.181], [-0.077, 0.038, 0.051], [1.140, 0.160, 1.225], [-0.091, 0.016, 0.022]],
  "e_tot_ev": -41887.798,
  "multiplicity": 1,
  "smiles": "O=S(=O)(c1ccc(-n2cnnn2)cc1)N1CCC(N2CCCCC2)CC1",
  "total_charge": 0
}